# 1
Formula: C33H50ClPSc
Source: OMol25
Level of theory: ωB97M-V with the def2-TZVPD basis set

For the relative energy (zero: lowest compared OMol25 entry of this formula, charge and spin), the calculation gives 0.0 kJ/mol. For the HOMO energy (spin up / spin down), the calculation gives -1.1 / -1.6 eV. The lowest unoccupied orbital energy (spin up / spin down) comes out at 2.3 / 2.3 eV. The value obtained for the orbital gap (spin up / spin down) is 3.4 / 3.9 eV. As for the charge: -1.

```
86
C33H50ClPSc | OMol25 | ωB97M-V with the def2-TZVPD basis set
Sc 1.8223 1.5773 0.1726
P -0.2667 0.4723 -2.2211
Cl 0.6395 3.6153 0.5618
C -0.9604 -0.6665 -0.9000
H -0.0487 -0.5286 -0.1043
H -1.6824 0.0459 -0.3818
C 1.6036 0.7042 -2.3348
C -0.8775 2.1861 -2.4105
C 2.2362 0.7357 -3.7743
H 1.8262 1.7487 -2.0448
C 3.6934 1.1184 -3.5471
H 2.1576 -0.2618 -4.2438
H 1.7377 1.4839 -4.4322
C 4.4396 0.2805 -2.5237
H 4.1865 1.1006 -4.5154
H 3.6990 2.1748 -3.2578
C 3.6790 0.0502 -1.2222
H 4.7114 -0.6852 -2.9820
H 5.3815 0.7917 -2.3129
C 2.2818 -0.3779 -1.4731
H 4.1573 -0.7178 -0.6398
H 3.7176 0.9853 -0.6137
H 2.0964 -1.3959 -1.8931
H 1.8159 -0.4720 -0.4698
C -0.7699 -0.5327 -3.7136
C -2.4064 2.1675 -2.5847
H -0.6904 2.6673 -1.4306
C -3.0071 3.5887 -2.5540
H -2.7166 1.6921 -3.5336
H -2.8616 1.6164 -1.7481
C -2.3451 4.5861 -3.5207
H -4.0883 3.5893 -2.7365
H -2.9077 3.9846 -1.5360
C -0.8165 4.5818 -3.3545
H -2.5705 4.3138 -4.5667
H -2.6913 5.6173 -3.3129
C -0.2129 3.1461 -3.4655
H -0.3116 5.2567 -4.0705
H -0.5354 4.9705 -2.3585
H -0.3313 2.7690 -4.5095
H 0.8729 3.2218 -3.2640
C -0.0095 -1.8383 -3.6278
H -1.8240 -0.7317 -3.4560
C -0.6564 -2.8715 -4.5598
H 1.0438 -1.7172 -3.9077
H -0.0345 -2.2292 -2.6095
C -0.7604 -2.3601 -6.0207
H -0.0657 -3.7965 -4.5705
H -1.6655 -3.1500 -4.1912
C -1.3767 -0.9430 -6.1054
H 0.2450 -2.3330 -6.4930
H -1.3970 -3.0450 -6.6108
C -0.7254 0.0609 -5.1137
H -1.2874 -0.5461 -7.1304
H -2.4585 -0.9827 -5.8819
H 0.3157 0.1890 -5.4432
H -1.2469 1.0351 -5.1868
C -0.1698 -3.0909 -0.3960
C -1.3717 -2.2445 -0.6099
H 0.3605 -3.6202 -1.2123
C -2.2804 -2.1628 0.6216
H -1.8666 -2.5524 -1.5726
C -1.4129 -1.8498 1.8580
H -2.8156 -1.2548 0.4070
H -3.0196 -2.9463 0.9038
C -0.5204 -3.0533 2.1587
H -0.7294 -1.0158 1.6416
H -2.0774 -1.5878 2.7343
C 0.4663 -3.2078 0.9469
H 0.0647 -2.8757 3.0909
H -1.1398 -3.9751 2.2063
H 1.2412 -2.4219 0.9966
H 1.0162 -4.1636 1.0273
C 1.2057 0.2257 1.6833
C 0.9962 -0.0991 2.8821
C 0.6156 -0.3090 4.2197
C -0.6480 0.2049 4.7045
C -0.9982 0.1226 6.0477
C -0.1281 -0.4641 6.9910
C 1.0784 -0.9980 6.5406
C 1.4583 -0.9235 5.1755
H -1.3246 0.6625 3.9639
H -1.9587 0.5311 6.3718
H -0.3898 -0.4676 8.0550
H 1.7639 -1.4792 7.2557
H 2.4120 -1.3449 4.8383
```


# 2
Formula: C33H50N3O3P2Pt
Source: OMol25
Level of theory: ωB97M-V with the def2-TZVPD basis set

For the relative energy (zero: lowest compared OMol25 entry of this formula, charge and spin), the calculation gives 86.5 kJ/mol. The spin multiplicity is 2. For the HOMO energy (spin up / spin down), the calculation gives -5.5 / -5.8 eV. The lowest unoccupied orbital energy (spin up / spin down) comes out at 0.0 / 0.0 eV. The value obtained for the orbital gap (spin up / spin down) is 5.5 / 5.7 eV. As for the charge: 0.

```
92
C33H50N3O3P2Pt | OMol25 | ωB97M-V with the def2-TZVPD basis set
Pt -0.0530 -0.6642 -0.3877
C -2.4148 0.1494 -2.9432
C -3.3540 -0.3151 -1.8258
C -4.5892 0.5822 -1.7846
P -2.3475 -0.3512 -0.2524
C -3.2904 -1.5149 0.8689
C -4.6914 -1.1855 1.3799
C -2.3850 -1.8500 2.0582
C -2.3860 1.3610 0.3407
C -3.4761 1.9299 1.0035
C -3.4374 3.2074 1.5283
C -4.6277 3.8287 2.2092
C -2.2324 3.9089 1.4337
C -1.1429 3.3831 0.7818
C -1.1934 2.1193 0.1511
N -0.1641 1.5730 -0.5546
C 0.9374 2.2487 -1.0002
C 0.8968 3.5972 -1.4077
C 2.0422 4.2779 -1.7679
C 3.2912 3.6552 -1.7484
C 4.5389 4.4113 -2.1250
C 3.3349 2.3067 -1.4400
C 2.1884 1.5771 -1.1189
P 2.1835 -0.2143 -0.8897
C 3.5505 -0.7018 0.2857
C 4.9308 -0.9653 -0.3095
C 3.6313 0.3104 1.4301
C 2.6500 -0.9228 -2.5625
C 1.3742 -0.9582 -3.4109
C 3.7528 -0.2192 -3.3492
H -2.9567 0.2457 -3.8870
H -1.6003 -0.5605 -3.0834
H -1.9818 1.1204 -2.6926
H -3.6613 -1.3502 -2.0172
H -4.3142 1.5998 -1.5087
H -5.3373 0.2225 -1.0801
H -5.0505 0.6114 -2.7742
H -3.3568 -2.4128 0.2395
H -4.6566 -0.3772 2.1092
H -5.0978 -2.0661 1.8838
H -5.3802 -0.9143 0.5825
H -2.3021 -0.9774 2.7122
H -1.3902 -2.1343 1.7120
H -2.8000 -2.6848 2.6302
H -4.3922 1.3613 1.0957
H -5.4871 3.1586 2.1992
H -4.9134 4.7575 1.7104
H -4.3915 4.0786 3.2460
H -2.1531 4.8829 1.9034
H -0.2097 3.9258 0.7859
H -0.0594 4.0998 -1.4515
H 1.9705 5.3200 -2.0578
H 4.3900 5.4850 -2.0171
H 4.8055 4.2148 -3.1669
H 5.3862 4.1107 -1.5077
H 4.2984 1.8082 -1.4499
H 3.1633 -1.6442 0.6880
H 5.3683 -0.0537 -0.7179
H 4.8958 -1.7220 -1.0931
H 5.5998 -1.3289 0.4742
H 4.1643 1.2083 1.1148
H 4.1602 -0.1226 2.2820
H 2.6365 0.6103 1.7560
H 2.9498 -1.9565 -2.3504
H 1.0254 0.0570 -3.6128
H 0.5825 -1.4894 -2.8808
H 1.5589 -1.4619 -4.3635
H 3.4765 0.8142 -3.5576
H 3.8902 -0.7322 -4.3040
H 4.7084 -0.2231 -2.8285
O 0.7861 -2.6209 0.9242
N 0.5442 -3.8073 0.4611
C -0.3930 -4.0073 -0.4934
C -0.7633 -5.2741 -0.8688
C -0.1601 -6.3858 -0.2884
C 0.8462 -6.1524 0.6442
C 1.1875 -4.8730 0.9974
H -0.8075 -3.0925 -0.9080
H -1.5293 -5.4011 -1.6206
H -0.4519 -7.3878 -0.5640
H 1.3678 -6.9825 1.0995
H 1.9512 -4.6263 1.7182
N 0.4688 -1.5241 4.2605
C 0.1827 -0.1365 4.6029
C 0.0957 0.7460 3.3543
O -0.1873 1.9092 3.4187
O 0.3919 0.1346 2.2094
H 0.8584 -2.0283 5.0443
H 0.6376 -0.7996 2.3544
H -0.3635 -2.0167 3.9584
H 1.0104 0.2651 5.1899
H -0.7282 0.0158 5.1905
```


# 3
Formula: C33H51BrCl2NO16S4
Source: OMol25
Level of theory: ωB97M-V with the def2-TZVPD basis set

For the HOMO energy, the calculation gives -10.8 eV. The lowest unoccupied orbital energy comes out at -5.0 eV. The value obtained for the orbital gap is 5.8 eV. As for the charge: +1.

```
108
C33H51BrCl2NO16S4 | OMol25 | ωB97M-V with the def2-TZVPD basis set
C 8.8241 -2.7361 0.8514
C 7.4823 -2.2572 0.9410
C 6.0056 -1.5671 1.3120
C 4.8422 -2.6258 0.8524
C 3.7445 -2.3346 -0.3297
C 3.8342 -0.8359 -1.0671
O 4.4555 -0.8172 -2.2490
O 3.1906 0.3006 -0.3912
C 3.9809 1.5369 -0.4891
Cl 4.3463 2.4460 -2.1036
C 4.5438 2.2193 0.7441
C 4.3419 1.6859 2.2807
Cl 5.5444 3.8100 0.5396
C 2.6340 -3.4924 -0.7580
C 1.5801 -3.1764 -1.9812
C 0.0107 -3.5066 -1.6405
C -1.0818 -2.5452 -2.3968
C -2.5398 -3.3616 -2.3356
C -2.8575 -3.8735 -0.8088
C -4.4254 -4.3585 -0.5723
C -5.0988 -3.6896 0.8038
C -6.6703 -4.1433 1.0005
C -7.2768 -3.6087 2.4645
C -7.7361 -2.0110 2.3105
C -6.5236 -0.9710 2.7848
O -6.9087 0.3662 2.2265
C -5.7388 1.0364 1.6345
C 2.7080 -4.9286 0.0801
S 1.5320 -6.3762 -0.3361
N 3.7123 -5.1813 1.2244
C 3.7004 -6.5327 1.9617
C 2.4257 -6.6456 3.0369
C 2.6958 -7.8520 4.1636
Br 2.0182 -4.8804 3.9396
C 4.7441 -4.1044 1.6196
O 5.7376 -4.2981 2.7194
H 9.9121 -3.1115 1.1569
H 5.9880 -0.5404 0.7418
H 5.9399 -1.3298 2.4561
H 4.8254 2.4938 3.0147
H 4.8561 0.6644 2.5278
H 3.2093 1.6116 2.6133
H 1.6181 -2.0211 -2.2789
H 1.9146 -3.7475 -2.9742
H -0.1005 -3.5646 -0.4748
H -0.1925 -4.6133 -2.0381
H -0.8018 -2.2825 -3.5214
H -1.2390 -1.5756 -1.7491
H -2.3571 -4.3447 -2.9856
H -3.4120 -2.7798 -2.8565
H -2.1971 -4.8391 -0.5745
H -2.5350 -2.9877 -0.0874
H -4.4432 -5.5345 -0.3686
H -5.0577 -4.1470 -1.5345
H -5.1097 -2.5214 0.6057
H -4.5244 -3.9920 1.7799
H -6.8307 -5.3226 0.9772
H -7.3961 -3.6794 0.1891
H -8.1852 -4.2968 2.8175
H -6.4678 -3.6275 3.3212
H -7.9345 -1.7703 1.1795
H -8.6871 -1.7454 2.9397
H -6.4571 -0.8360 3.9465
H -5.4715 -1.3024 2.3850
H -4.7485 0.7952 2.2543
H -5.9091 2.1905 1.7309
H -5.5487 0.7958 0.5043
H 1.9093 -6.8965 -1.5968
H 4.6701 -6.6781 2.6417
H 3.7262 -7.4543 1.2070
H 1.4164 -6.9593 2.4982
H 2.7267 -8.9214 3.6843
H 3.6574 -7.6066 4.7932
H 1.7618 -7.7983 4.8948
H 5.2713 -3.9477 3.5578
C 5.2416 6.8085 -1.7352
C 3.9871 6.8917 -0.8698
O 3.4415 8.1837 -1.1266
S 3.7726 8.6017 -2.6681
O 2.6136 8.2964 -3.4772
O 4.4098 9.8980 -2.6632
O 4.9069 7.4666 -2.9559
H 6.0749 7.3487 -1.2744
H 5.5416 5.7752 -1.9290
H 4.2059 6.7701 0.1938
H 3.2466 6.1455 -1.1764
C -0.5546 9.7328 -2.7967
C -1.5539 8.5791 -2.7934
O -1.9912 8.4680 -1.4409
S -1.9833 9.9493 -0.7581
O -3.3265 10.4814 -0.8191
O -1.2170 9.8847 0.4646
O -1.0867 10.7006 -1.8937
H 0.4200 9.4111 -2.4157
H -0.4297 10.1679 -3.7918
H -1.1083 7.6411 -3.1329
H -2.4268 8.8121 -3.4124
C -2.3121 3.4856 -1.6204
C -3.8042 3.1641 -1.6288
O -3.8867 1.7841 -1.9772
S -2.5744 1.0109 -1.3939
O -2.9363 0.3925 -0.1378
O -1.9516 0.2866 -2.4773
O -1.6770 2.3329 -1.0697
H -1.9342 3.6293 -2.6378
H -2.0838 4.3702 -1.0199
H -4.3582 3.7763 -2.3444
H -4.2395 3.2872 -0.6314
```


# 4
Formula: C33H51ClN6O5S
Source: OMol25
Level of theory: ωB97M-V with the def2-TZVPD basis set

For the HOMO energy, the calculation gives -5.4 eV. The lowest unoccupied orbital energy comes out at -3.8 eV. The value obtained for the orbital gap is 1.6 eV. As for the charge: 0.

```
97
C33H51ClN6O5S | OMol25 | ωB97M-V with the def2-TZVPD basis set
C 1.1765 1.8891 3.0875
C 1.1314 3.2618 2.2759
C 2.3783 3.4926 1.3400
C 3.6919 3.9934 2.0655
C 3.4627 4.9955 3.2623
C 3.3266 6.5198 2.7988
C 1.9455 6.8479 2.0879
C 1.0772 7.8333 2.9947
C -0.1998 8.3846 2.2100
C -1.3126 7.2664 2.0921
C -2.0934 7.1301 0.8236
N -3.0823 6.2314 0.5715
C -3.2384 5.3929 1.6883
C -4.2964 4.2924 1.6163
C -4.5763 3.3991 2.7251
C -3.7802 3.5098 3.9961
C -2.7660 4.5436 4.0748
C -2.4835 5.5030 2.9514
N -1.5096 6.4740 3.1766
H 2.1777 1.6625 3.5337
H 0.3531 1.9739 3.8581
H 0.8158 1.0920 2.3666
H 0.2348 3.1641 1.5864
H 0.8844 4.1431 2.9370
H 2.6300 2.4763 0.8933
H 2.0902 4.1335 0.4584
H 4.2840 4.5673 1.2856
H 4.3472 3.1420 2.3884
H 2.6429 4.7099 3.9715
H 4.4194 4.9742 3.8746
H 4.2314 6.8137 2.1874
H 3.3293 7.1062 3.7699
H 2.1961 7.4599 1.1643
H 1.3576 5.9555 1.7562
H 1.6949 8.7013 3.3694
H 0.7950 7.2317 3.9003
H 0.1410 8.6423 1.1723
H -0.6168 9.2692 2.7692
H -1.8669 7.8682 0.0050
H -4.9037 4.1363 0.6871
H -5.3788 2.6305 2.6459
H -3.9238 2.8482 4.8817
H -2.1627 4.6352 5.0140
C 0.2006 -9.1921 1.9566
N 0.1638 -7.8178 1.4244
C -0.9981 -7.1228 1.4726
C -1.0585 -5.8243 1.0214
C 0.0864 -5.2000 0.5104
C 1.2635 -5.9589 0.4561
C 1.2810 -7.2556 0.9126
C 0.0769 -3.7981 0.0694
C 0.9409 -2.8629 0.6474
C 0.9590 -1.5626 0.1936
N 0.1564 -1.1723 -0.8067
C -0.7083 -2.0337 -1.3730
C -0.7677 -3.3474 -0.9512
C 0.2340 0.2178 -1.3069
H -0.5504 -9.7813 1.4310
H -0.0181 -9.1424 3.0235
H 1.1868 -9.6219 1.7998
H -1.8615 -7.6264 1.8879
H -2.0005 -5.2922 1.0915
H 2.1769 -5.5382 0.0510
H 2.1802 -7.8564 0.8831
H 1.6039 -3.1421 1.4584
H 1.6210 -0.8196 0.6196
H -1.3342 -1.6542 -2.1723
H -1.4609 -4.0214 -1.4421
H -0.7557 0.6703 -1.2275
H 0.5604 0.1766 -2.3450
H 0.9507 0.7830 -0.7137
O -0.1998 -6.3288 -6.0051
S 0.9782 -6.9906 -5.5409
O 1.0222 -8.4041 -5.3282
O 1.4854 -6.2542 -4.1979
C 0.5357 -6.1119 -3.1471
C 0.3411 -7.4129 -2.3920
C 2.3317 -6.5371 -6.5825
H -0.4159 -5.7356 -3.5337
H 0.9305 -5.3517 -2.4668
H -0.1402 -8.1633 -3.0224
H -0.2873 -7.2574 -1.5114
H 1.3029 -7.8252 -2.0758
H 2.3359 -5.4556 -6.7043
H 2.1861 -7.0235 -7.5459
H 3.2586 -6.8813 -6.1271
C -2.3461 2.2948 -3.6441
O -1.8820 1.8354 -2.5945
N -3.1932 1.5893 -4.4248
N -2.0414 3.5292 -4.0964
H -3.5844 1.9394 -5.2772
H -3.4398 0.6665 -4.1174
H -1.4096 4.0761 -3.5399
H -2.4096 3.9200 -4.9407
O -2.1545 -8.3929 -6.1148
H -1.3004 -7.9877 -6.2807
Cl -4.6565 3.7622 -3.6747
```


# 5
Formula: C33H51IN5OPPdS3
Source: OMol25
Level of theory: ωB97M-V with the def2-TZVPD basis set

For the HOMO energy (spin up / spin down), the calculation gives -7.5 / -7.5 eV. The lowest unoccupied orbital energy (spin up / spin down) comes out at -1.4 / -2.0 eV. The value obtained for the orbital gap (spin up / spin down) is 6.1 / 5.5 eV. As for the charge: 0.

```
96
C33H51IN5OPPdS3 | OMol25 | ωB97M-V with the def2-TZVPD basis set
Pd -0.8717 0.1134 0.0975
S -7.7551 1.2540 0.1228
C -6.2015 1.4339 0.6418
S -5.0688 0.1078 0.7799
C -3.8459 1.2828 1.3814
N -4.3054 2.4808 1.4138
N -5.5860 2.5804 1.0260
C -6.1275 3.8800 0.9154
C -5.2752 4.8899 0.4793
C -5.7676 6.1631 0.2742
C -7.1040 6.4390 0.5118
C -7.9343 5.4459 1.0013
C -7.4530 4.1657 1.2182
S -2.3668 0.7756 2.0097
H -4.2370 4.6571 0.2989
H -5.1080 6.9379 -0.0887
H -7.4939 7.4279 0.3229
H -8.9710 5.6689 1.2139
H -8.0994 3.4020 1.6199
O 1.3738 -0.5463 -0.6805
P 2.6054 0.2746 -0.5597
C 2.2109 1.9296 0.2568
C 1.6298 2.9191 -0.7532
C 1.3855 4.2962 -0.1206
C 0.8920 4.1896 1.3252
C 0.1818 2.8609 1.5287
C 1.2005 1.7169 1.4004
C 3.9590 -0.4899 0.4938
C 3.7793 -0.2919 2.0001
C 2.6634 -1.1640 2.5706
C 2.9607 -2.6367 2.3160
C 3.0647 -2.8444 0.8115
C 4.1961 -1.9849 0.2538
C 3.4063 0.6453 -2.2114
C 4.3536 -0.4389 -2.7265
C 3.5872 -1.6884 -3.1537
C 2.6629 -1.3525 -4.3150
C 1.6787 -0.2828 -3.8638
C 2.3942 0.9536 -3.3245
H 3.1505 2.3419 0.6426
H 0.6833 2.5137 -1.1244
H 2.3009 3.0571 -1.6018
H 0.6396 4.8116 -0.7253
H 2.3055 4.8841 -0.1626
H 0.2220 5.0180 1.5524
H 1.7311 4.2418 2.0225
H -0.6364 2.7525 0.8000
H -0.2663 2.8116 2.5230
H 0.6296 0.7686 1.2339
H 1.7233 1.6225 2.3542
H 4.8585 0.0632 0.1891
H 3.6047 0.7569 2.2365
H 4.7196 -0.5745 2.4850
H 1.7146 -0.9241 2.0870
H 2.5568 -0.9658 3.6399
H 2.1702 -3.2616 2.7361
H 3.9008 -2.9193 2.7971
H 2.1206 -2.5501 0.3500
H 3.2578 -3.8943 0.5726
H 4.3343 -2.2094 -0.7995
H 5.1250 -2.2596 0.7673
H 4.0035 1.5450 -2.0129
H 5.1149 -0.6792 -1.9839
H 4.8796 -0.0397 -3.6009
H 2.9711 -2.0456 -2.3259
H 4.2876 -2.4810 -3.4324
H 2.1238 -2.2457 -4.6383
H 3.2558 -0.9880 -5.1574
H 1.0361 -0.6889 -3.0831
H 1.0428 0.0189 -4.6982
H 1.6311 1.6538 -2.9900
H 2.9488 1.4231 -4.1436
C -0.8563 -4.9278 -1.7536
C -0.2157 -3.5746 -2.0317
N -0.7167 -2.6236 -1.0682
C -0.8554 -2.9323 0.2518
N -0.8427 -1.9626 1.1187
C -1.0598 -2.2999 2.5077
C -2.1007 -3.4109 2.6151
C -1.5653 -4.6272 1.8743
N -1.0484 -4.2393 0.5792
C -0.5817 -5.2917 -0.2981
H -0.4432 -5.6893 -2.4154
H -1.9331 -4.8638 -1.9189
H -0.4694 -3.2147 -3.0314
H 0.8799 -3.6636 -1.9605
H -0.4614 -1.6439 -1.2244
H -1.3937 -1.3995 3.0302
H -0.1111 -2.6290 2.9610
H -3.0256 -3.0703 2.1428
H -2.3036 -3.6587 3.6566
H -2.3706 -5.3559 1.7170
H -0.7764 -5.1168 2.4639
H -1.0970 -6.2182 -0.0305
H 0.4991 -5.4495 -0.1507
I -1.9066 1.1346 -2.0315
```


no.,total energy (Ha)
1,-2849.492780
2,-2479.448395
3,-7632.571218
4,-2850.794293
5,-3598.670110